# 1
Formula: C60H105N15
Source: the OMol25 dataset
Level of theory: ωB97M-V with the def2-TZVPD basis set

The spin multiplicity is 2. The total charge is +1. For the HOMO energy (spin up / spin down), the calculation gives -12.674 / -12.674 eV. The gap between HOMO and LUMO (spin up / spin down) comes out at 10.02 / 1.71 eV. The calculation puts the largest force on an atom at 0.089 hartree/bohr. The lowest unoccupied orbital energy (spin up / spin down) is -2.66 / -10.97 eV. For the energy relative to the best compared isomer or geometry (same formula, charge and spin), the calculation gives 0.471 eV.

Positions of all 180 atoms, in Å:
C -2.56813 -6.54585 1.09884
C -1.43145 -6.52332 2.08954
C -0.83434 -5.10539 2.26547
C -1.67514 -4.09692 2.93959
N -2.35061 -3.32999 3.46377
H -3.41037 -5.97865 1.49510
H -2.90361 -7.56758 0.92101
H -2.25504 -6.11726 0.14680
H -0.65969 -7.28170 1.95784
H -1.86949 -6.87974 3.02184
H -0.52969 -4.69266 1.30373
H 0.06034 -5.23603 2.87423
C 3.56806 4.52288 -1.50260
C 4.83417 4.04519 -0.73859
C 5.32988 2.66542 -1.06622
C 4.35565 1.65381 -0.78439
N 3.60233 0.82287 -0.49051
H 2.78488 3.76486 -1.49105
H 3.77962 4.72700 -2.55221
H 3.15836 5.40433 -1.00934
H 4.64350 4.01441 0.33416
H 5.71308 4.67178 -0.89026
H 6.18837 2.41180 -0.44431
H 5.62551 2.56092 -2.11015
C 4.69240 -0.97661 3.13991
C 4.28719 0.00597 4.32820
C 5.39883 1.13575 4.50761
C 5.78441 1.77814 3.20546
N 6.05868 2.30717 2.18078
H 3.96325 -1.74404 2.88011
H 5.60925 -1.50667 3.39783
H 4.92951 -0.40490 2.24268
H 4.10721 -0.56349 5.24003
H 3.33274 0.49319 4.12887
H 6.33778 0.79904 4.94704
H 5.07358 1.94808 5.15757
C 1.43309 6.19020 3.20719
C 2.60996 5.22320 3.15381
C 2.30220 3.96753 2.21677
C 1.00962 3.35813 2.57565
N -0.01129 2.85331 2.86186
H 0.44861 5.75921 3.38922
H 1.29124 6.71265 2.26113
H 1.60861 6.90708 4.00930
H 2.74728 4.81793 4.15631
H 3.57091 5.68836 2.93405
H 3.11979 3.25258 2.30897
H 2.30197 4.25385 1.16504
C -3.19543 1.11249 3.76285
C -4.48093 1.90028 3.99852
C -5.01162 1.50146 5.42628
C -4.20637 1.87075 6.54273
N -3.50969 2.14062 7.45272
H -2.98716 1.05252 2.69462
H -3.11106 0.15879 4.28384
H -2.34406 1.67239 4.14986
H -5.20758 1.69839 3.21155
H -4.35797 2.98303 3.97332
H -5.20758 0.43537 5.54097
H -5.98135 1.97545 5.57810
C -2.30809 -3.24118 -0.93902
C -3.77560 -3.26683 -1.42529
C -4.09166 -4.09012 -2.68941
C -3.89930 -5.56034 -2.55920
N -3.71994 -6.69767 -2.41440
H -1.99081 -4.22923 -0.60557
H -2.22027 -2.65779 -0.02248
H -1.72381 -2.69891 -1.68243
H -4.18045 -2.28916 -1.68674
H -4.40329 -3.52904 -0.57362
H -3.56735 -3.69365 -3.55890
H -5.13676 -3.95050 -2.96577
C -0.93876 0.36313 -6.47138
C -1.08868 -0.91105 -5.72894
C -2.06287 -0.74071 -4.55280
C -3.47053 -0.47969 -4.93920
N -4.56087 -0.22539 -5.24835
H -0.82378 1.32012 -5.96241
H -1.74401 0.48317 -7.19613
H -0.04987 0.30993 -7.09998
H -0.16844 -1.25135 -5.25411
H -1.42753 -1.68334 -6.41949
H -1.82844 0.06355 -3.85544
H -2.11128 -1.61793 -3.90764
C -2.77673 6.68906 1.45255
C -2.80046 5.26179 2.03426
C -2.31683 4.14690 1.07555
C -2.82295 4.13980 -0.30542
N -3.20525 4.11756 -1.38382
H -3.28721 7.31873 2.18126
H -3.34967 6.76992 0.52880
H -1.74526 6.99292 1.27410
H -3.83674 5.04329 2.29211
H -2.26091 5.27635 2.98124
H -2.55461 3.21230 1.58358
H -1.23594 4.21144 0.95062
C -6.72446 -0.40206 -1.45288
C -5.80169 0.18211 -2.47374
C -4.79934 1.23427 -2.00042
C -4.01209 0.88081 -0.81171
N -3.37955 0.62401 0.12182
H -7.32703 -1.25001 -1.77844
H -7.48217 0.27124 -1.05206
H -6.14488 -0.81696 -0.62823
H -6.38892 0.70918 -3.22571
H -5.25990 -0.64556 -2.93147
H -5.25474 2.20435 -1.80127
H -4.15171 1.41545 -2.85824
C -0.00387 3.07765 -3.08176
C -0.50953 3.94679 -4.21263
C -0.37872 5.45536 -4.00103
C 0.98056 5.94359 -3.94559
N 2.05527 6.33852 -3.91880
H 1.06051 3.19072 -2.87585
H -0.24102 2.02381 -3.22764
H -0.51442 3.44661 -2.19220
H -1.57706 3.74088 -4.29054
H -0.16200 3.59750 -5.18490
H -0.91263 5.68197 -3.07816
H -0.88444 5.86526 -4.87530
C 0.35785 -1.69170 1.29032
C -0.37159 -0.30746 1.34687
C -0.07420 0.74230 0.18258
C 0.03349 0.16020 -1.20922
N 0.11497 -0.24153 -2.28370
H 0.06363 -2.36736 2.09345
H 1.42494 -1.52146 1.43326
H 0.21914 -2.13474 0.30413
H -0.18863 0.19101 2.29879
H -1.43524 -0.54566 1.34964
H 0.85411 1.24700 0.45020
H -0.94106 1.39922 0.11111
C 3.33343 2.08776 -4.67146
C 2.62810 0.78507 -5.03048
C 2.82043 -0.31121 -3.95290
C 4.22939 -0.72428 -3.77581
N 5.35522 -1.04533 -3.62714
H 2.75708 2.57918 -3.88760
H 3.32517 2.78948 -5.50550
H 4.37519 1.90616 -4.40714
H 3.00507 0.45905 -5.99986
H 1.56566 1.00400 -5.13721
H 2.23003 -1.20715 -4.14476
H 2.52693 0.08822 -2.98212
C 2.23744 -4.40313 -3.21055
C 0.86260 -3.88270 -3.81116
C -0.30070 -4.87845 -3.69631
C -0.13380 -6.19005 -4.36948
N 0.01939 -7.22140 -4.92615
H 2.10947 -4.51647 -2.13404
H 3.00243 -3.62904 -3.27125
H 2.67040 -5.31019 -3.63231
H 0.98514 -3.54812 -4.84127
H 0.74653 -2.96396 -3.23622
H -1.18795 -4.35258 -4.04892
H -0.47421 -5.07503 -2.63832
C 3.79136 -2.84472 -0.07414
C 3.49865 -4.08784 0.77613
C 4.70731 -4.57974 1.60026
C 4.43933 -5.65265 2.56607
N 4.21081 -6.51394 3.29454
H 4.19853 -2.03938 0.53720
H 2.92717 -2.50960 -0.64770
H 4.56520 -3.08834 -0.80210
H 3.19014 -4.88010 0.09404
H 2.58405 -3.93831 1.34993
H 5.11279 -3.75190 2.18196
H 5.57996 -4.80617 0.98764
C -0.97331 -2.51239 6.71444
C -0.83689 -1.22753 5.81202
C 0.58405 -0.96359 5.27972
C 1.29280 -2.15497 4.64493
N 1.89956 -3.05644 4.22826
H -0.65605 -3.38917 6.14991
H -1.93666 -2.68164 7.19549
H -0.18266 -2.46070 7.46298
H -1.21027 -0.36854 6.36954
H -1.50189 -1.34490 4.95639
H 1.16980 -0.66884 6.15042
H 0.53781 -0.13702 4.57068

Results of the Löwdin charge analysis, in e, for atoms 1 through 99: C -0.107; C -0.250; C -0.187; C -0.222; N 0.181; H 0.085; H 0.085; H 0.041; H 0.109; H 0.112; H 0.092; H 0.100; C -0.097; C -0.238; C -0.212; C -0.232; N 0.172; H 0.044; H 0.057; H 0.069; H 0.075; H 0.118; H 0.104; H 0.125; C -0.099; C -0.186; C -0.149; C -0.189; N 0.170; H 0.024; H 0.071; H 0.048; H 0.098; H 0.088; H 0.115; H 0.111; C -0.109; C -0.216; C -0.153; C -0.194; N 0.188; H 0.057; H 0.075; H 0.080; H 0.101; H 0.110; H 0.089; H 0.096; C -0.121; C -0.213; C -0.200; C -0.246; N 0.139; H 0.027; H 0.061; H 0.056; H 0.104; H 0.097; H 0.123; H 0.118; C -0.082; C -0.226; C -0.175; C -0.208; N 0.152; H 0.039; H 0.058; H 0.054; H 0.079; H 0.114; H 0.096; H 0.118; C -0.116; C -0.242; C -0.193; C -0.210; N 0.169; H 0.064; H 0.086; H 0.077; H 0.083; H 0.123; H 0.082; H 0.084; C -0.096; C -0.244; C -0.192; C -0.216; N 0.171; H 0.075; H 0.070; H 0.069; H 0.100; H 0.101; H 0.084; H 0.090; C -0.113; C -0.283; C -0.182


# 2
Formula: C60H113N3O6
Source: the OMol25 dataset
Level of theory: ωB97M-V with the def2-TZVPD basis set

For the HOMO energy, the calculation gives -10.158 eV. The gap between HOMO and LUMO comes out at 9.57 eV. The calculation puts the largest force on an atom at 0.056 hartree/bohr. The lowest unoccupied orbital energy is -0.59 eV. For the energy relative to the best compared isomer or geometry (same formula, charge and spin), the calculation gives 1.498 eV. The SMILES is O=[N+]([O-])c1ccccc1.O=[N+]([O-])c1ccccc1.O=[N+]([O-])c1ccccc1.CCCCCC.CCCCCC.CCCCCC.CCCCCC.CCCCCC.CCCCCC.CCCCCC.

Positions of all 182 atoms, in Å:
C -7.67338 -5.55262 -2.45460
C -7.32000 -4.27830 -2.90972
C -8.09618 -3.51219 -3.78554
C -9.35502 -4.01169 -4.11896
C -9.75144 -5.31196 -3.67939
C -8.92683 -6.03713 -2.82592
N -10.28829 -3.21410 -4.95256
O -9.86301 -2.29611 -5.59276
O -11.49455 -3.38687 -4.89589
H -7.09759 -6.07528 -1.70514
H -6.33084 -3.90762 -2.68490
H -7.77592 -2.53633 -4.11950
H -10.71024 -5.68346 -4.00968
H -9.22937 -7.00223 -2.44718
C 5.33825 -7.80481 0.36451
C 5.69929 -6.94230 1.41643
C 6.19312 -7.47952 2.57870
C 6.30971 -8.89544 2.75958
C 5.90205 -9.71915 1.74808
C 5.42773 -9.14380 0.56377
N 6.89405 -9.50086 3.98688
O 7.15278 -8.78062 4.96096
O 7.11050 -10.69114 4.03557
H 5.15736 -7.38401 -0.61356
H 5.59316 -5.88419 1.22795
H 6.60261 -6.79327 3.30518
H 6.04747 -10.78364 1.85825
H 5.11824 -9.73567 -0.28494
C 0.10372 14.25435 -5.52224
C 1.23627 13.90936 -4.76068
C 1.42861 12.61606 -4.32631
C 0.43773 11.62069 -4.67782
C -0.74092 11.99063 -5.30456
C -0.90672 13.32102 -5.80255
N 0.72376 10.18873 -4.29523
O 0.00196 9.37514 -4.79560
O 1.65214 9.84601 -3.57203
H 0.03626 15.25549 -5.92169
H 1.91556 14.74560 -4.68528
H 2.35671 12.28562 -3.88375
H -1.43321 11.19888 -5.55009
H -1.80682 13.55688 -6.35083
C 14.18316 -5.52551 -3.34659
C 13.67556 -4.16164 -2.82821
C 12.34418 -4.33101 -2.10717
C 11.70166 -3.02661 -1.56859
C 11.42356 -1.95166 -2.57869
C 10.46513 -0.96284 -1.99382
H 14.85167 -5.51747 -4.20749
H 13.37513 -6.05788 -3.84837
H 14.64710 -6.12755 -2.56531
H 14.51657 -3.69670 -2.31378
H 13.55031 -3.50498 -3.68916
H 12.61271 -5.00520 -1.29386
H 11.61820 -4.79345 -2.77591
H 10.74155 -3.40764 -1.22064
H 12.12350 -2.76990 -0.59686
H 12.32195 -1.42924 -2.90741
H 10.89866 -2.39777 -3.42341
H 10.86989 -0.52896 -1.07947
H 10.40119 -0.08293 -2.63395
H 9.49804 -1.41319 -1.77017
C -5.02347 -8.10188 6.30085
C -4.56523 -9.57761 6.47584
C -3.70890 -10.11950 5.35563
C -4.39805 -10.04322 3.96820
C -3.55260 -10.69554 2.79956
C -2.31953 -9.87208 2.43045
H -5.48302 -7.78283 7.23633
H -5.57992 -7.95090 5.37584
H -4.19084 -7.40372 6.38693
H -4.10461 -9.72243 7.45305
H -5.37148 -10.28799 6.65857
H -3.35783 -11.11809 5.61577
H -2.92038 -9.36758 5.38630
H -5.41107 -10.43055 4.07707
H -4.50166 -8.97197 3.79560
H -3.43943 -11.74395 3.07546
H -4.20530 -10.72738 1.92717
H -2.68413 -8.87290 2.19210
H -1.55181 -9.84180 3.20363
H -1.77323 -10.22004 1.55376
C -1.13668 -2.32847 1.67663
C -0.14360 -2.30459 0.50052
C -0.11566 -0.89921 -0.10911
C 0.85576 -0.80827 -1.29950
C 0.98180 0.64614 -1.85108
C 2.03130 0.78637 -2.96509
H -2.06254 -1.90590 1.28635
H -0.70873 -1.81577 2.53809
H -1.41140 -3.31094 2.06051
H 0.82353 -2.67308 0.84252
H -0.51939 -2.83370 -0.37523
H 0.30581 -0.25842 0.66540
H -1.10571 -0.49881 -0.32723
H 1.81668 -1.04212 -0.84120
H 0.60138 -1.52636 -2.07907
H -0.00100 0.94450 -2.21604
H 1.38894 1.23146 -1.02662
H 2.94760 0.32484 -2.59702
H 1.83395 0.27056 -3.90481
H 2.18517 1.82193 -3.26844
C 1.48746 -6.38877 9.97947
C 2.97296 -5.95678 10.05384
C 3.26436 -4.95491 8.91130
C 2.65239 -3.56423 9.04788
C 3.06969 -2.79949 7.80236
C 2.51728 -1.36358 7.68120
H 1.18180 -6.83457 10.92601
H 1.37924 -7.21322 9.27472
H 0.75444 -5.62874 9.70900
H 3.30783 -5.55993 11.01220
H 3.53479 -6.86717 9.84492
H 2.89436 -5.39644 7.98595
H 4.34622 -4.91903 8.78330
H 1.56623 -3.56802 9.13911
H 2.93938 -2.97131 9.91633
H 4.15170 -2.87127 7.69185
H 2.64997 -3.41890 7.00973
H 3.05517 -0.79666 6.92135
H 1.48157 -1.20099 7.38294
H 2.61715 -0.86298 8.64428
C -9.72663 0.20178 2.57754
C -8.37799 0.54688 3.30082
C -8.35168 1.96443 3.80691
C -6.91950 2.39648 4.15145
C -6.97947 3.82747 4.73893
C -5.62640 4.54643 5.02046
H -10.60315 0.25460 3.22331
H -9.66545 -0.84198 2.26945
H -9.86265 0.86003 1.71946
H -8.28403 -0.13972 4.14216
H -7.59717 0.43569 2.54845
H -9.03307 1.95226 4.65759
H -8.75264 2.70465 3.11453
H -6.33459 1.65880 4.70084
H -6.26316 2.53032 3.29157
H -7.60860 4.53330 4.19662
H -7.57278 3.55589 5.61204
H -5.75518 5.53731 5.45596
H -4.95615 3.96085 5.64972
H -5.03446 4.75573 4.12945
C -12.64400 6.94872 -1.05482
C -11.58854 5.88805 -1.40255
C -11.38793 5.71094 -2.90472
C -10.15580 4.86760 -3.32859
C -8.79157 5.45317 -2.89483
C -7.60673 4.56180 -3.11740
H -13.19076 6.74809 -0.13346
H -13.37490 6.90193 -1.86211
H -12.22086 7.94897 -0.96237
H -10.68257 5.92992 -0.79792
H -11.98401 4.92393 -1.08288
H -11.33744 6.68095 -3.39932
H -12.27190 5.19430 -3.27859
H -10.33750 3.88435 -2.89466
H -10.14305 4.74502 -4.41160
H -8.65706 6.44870 -3.31783
H -8.76905 5.66227 -1.82531
H -7.56568 4.13160 -4.11807
H -6.67656 5.11204 -2.97550
H -7.48685 3.76755 -2.38059
C 9.47650 12.88164 -5.39448
C 8.34820 12.20181 -6.23196
C 8.87116 11.15099 -7.27978
C 7.80215 10.04034 -7.54076
C 8.06684 9.14546 -8.74877
C 7.33138 7.78845 -8.65656
H 9.04060 13.35684 -4.51568
H 9.95210 13.65754 -5.99437
H 10.10151 12.09909 -4.96425
H 7.69368 11.73666 -5.49485
H 7.85056 13.03563 -6.72712
H 9.81099 10.71065 -6.94671
H 9.12344 11.65748 -8.21140
H 7.69069 9.38602 -6.67615
H 6.78576 10.42845 -7.60723
H 7.90473 9.68873 -9.67972
H 9.14324 9.00600 -8.84884
H 7.40421 7.39134 -7.64408
H 6.26862 7.84934 -8.89094
H 7.80406 7.07729 -9.33400

Results of the Löwdin charge analysis, in e, for atoms 1 through 99: C -0.065; C -0.072; C -0.002; C -0.120; C 0.006; C -0.076; N -0.366; O 0.083; O 0.069; H 0.106; H 0.102; H 0.118; H 0.113; H 0.105; C -0.079; C -0.068; C -0.001; C -0.123; C -0.003; C -0.079; N -0.339; O 0.058; O 0.076; H 0.110; H 0.107; H 0.113; H 0.120; H 0.108; C -0.076; C -0.080; C 0.005; C -0.111; C -0.007; C -0.045; N -0.357; O 0.078; O 0.065; H 0.101; H 0.104; H 0.110; H 0.111; H 0.101; C -0.124; C -0.275; C -0.221; C -0.238; C -0.290; C -0.135; H 0.062; H 0.064; H 0.069; H 0.107; H 0.095; H 0.109; H 0.110; H 0.102; H 0.114; H 0.111; H 0.116; H 0.074; H 0.071; H 0.078; C -0.098; C -0.288; C -0.239; C -0.205; C -0.248; C -0.116; H 0.064; H 0.064; H 0.068; H 0.099; H 0.097; H 0.112; H 0.104; H 0.107; H 0.088; H 0.097; H 0.091; H 0.072; H 0.067; H 0.063; C -0.116; C -0.270; C -0.256; C -0.226; C -0.256; C -0.126; H 0.067; H 0.071; H 0.061; H 0.107; H 0.101; H 0.108; H 0.112; H 0.106; H 0.111; H 0.104; H 0.104